Entry 1:
DFT (ωB97M-V with the def2-TZVPD basis set) results for a structure of composition C27H21N5O2SeZr.

The HOMO energy (spin up / spin down) comes out at -0.2529 / -0.2530 hartree. Its frontier orbital gap (spin up / spin down) is 0.2012 / 0.2012 Eh. Its energy above the lowest of the compared OMol25 structures with the same formula, charge and spin is 4.149 eV. The calculated total energy is -106510.82163 eV. The calculation puts the LUMO energy (spin up / spin down) at -1.406 / -1.407 eV. The largest force on an atom comes out at 2.106 eV/Å.

```
! RIJCOSX wB97M-V def2-TZVPD def2/J DEFGRID3
* xyz 0 1
Zr 0.577 -1.222 0.050
O 4.229 -3.496 -1.210
C 3.342 -2.801 -0.765
N 2.042 -2.594 -1.150
C 1.694 -3.304 -2.284
O 2.340 -4.175 -2.842
C 0.349 -2.955 -2.853
C -0.184 -3.808 -3.837
C -1.454 -3.593 -4.336
C -2.107 -2.468 -3.868
C -1.476 -1.643 -2.956
N -0.303 -1.888 -2.379
C 3.694 -2.003 0.459
C 5.039 -1.850 0.720
C 5.446 -1.190 1.885
C 4.425 -0.833 2.726
C 3.073 -0.985 2.367
N 2.682 -1.505 1.215
H 0.477 -4.612 -4.122
H -1.972 -4.274 -5.031
H -3.111 -2.247 -4.222
H -1.971 -0.698 -2.623
H 5.715 -2.298 0.027
H 6.516 -1.055 2.109
H 4.691 -0.340 3.643
H 2.298 -0.679 3.033
C 1.275 0.943 0.320
C 1.483 2.202 0.874
C 0.509 3.230 0.741
C 0.677 4.489 1.262
C 1.919 4.821 1.862
C 2.892 3.825 2.030
C 2.658 2.556 1.613
H -0.397 3.082 0.144
H -0.095 5.257 1.095
H 2.089 5.838 2.202
H 3.836 4.012 2.546
H 3.417 1.799 1.787
C -3.670 -1.433 -0.726
N -2.964 -0.210 -0.260
C -1.634 -0.076 -0.042
Se -0.596 -2.400 1.792
N -1.551 1.076 0.613
C -2.773 1.712 0.830
C -3.101 2.898 1.479
C -4.424 3.253 1.453
C -5.390 2.370 0.956
C -5.049 1.213 0.320
C -3.703 0.883 0.271
H -2.942 -2.239 -0.831
H -4.190 -1.246 -1.681
H -4.412 -1.735 0.037
H -0.682 1.434 0.968
H -2.332 3.506 1.950
H -4.738 4.209 1.864
H -6.424 2.711 0.956
H -5.742 0.539 -0.181
*
```

***

Entry 2:
DFT (ωB97M-V with the def2-TZVPD basis set) results for a structure of composition C27H22CaN4S.

The HOMO energy comes out at -0.2217 hartree. Its frontier orbital gap is 0.1872 Eh. Its energy above the lowest of the compared OMol25 structures with the same formula, charge and spin is 0.000 eV. The calculated total energy is -63590.00055 eV. The calculation puts the LUMO energy at -0.939 eV. The largest force on an atom comes out at 3.910 eV/Å.

```
! RIJCOSX wB97M-V def2-TZVPD def2/J DEFGRID3
* xyz 0 1
Ca 0.875 -2.536 -1.568
N 3.947 -1.374 1.568
C 2.984 -2.004 0.856
S 3.453 -2.874 -0.596
N 1.766 -1.749 1.399
N 0.694 -2.324 0.780
C -0.568 -1.979 1.150
C -0.801 -1.174 2.329
C -0.044 -1.370 3.505
C -0.260 -0.584 4.622
C -1.177 0.462 4.574
C -1.895 0.717 3.407
C -1.731 -0.105 2.302
C -1.652 -2.468 0.330
C -3.012 -2.411 0.731
C -4.037 -2.810 -0.110
C -3.709 -3.367 -1.362
C -2.361 -3.486 -1.680
N -1.383 -3.017 -0.885
H 4.886 -1.708 1.385
H 3.731 -1.025 2.495
H 0.740 -2.126 3.481
H 0.288 -0.793 5.532
H -1.307 1.102 5.449
H -2.603 1.552 3.379
H -2.282 0.117 1.394
H -3.246 -2.050 1.734
H -5.077 -2.718 0.191
H -4.446 -3.678 -2.092
H -2.066 -3.916 -2.632
C -1.868 4.464 -1.770
C -2.763 3.434 -1.455
C -2.342 2.115 -1.491
C -1.008 1.818 -1.799
C -0.112 2.856 -2.091
C -0.550 4.172 -2.069
C -0.570 0.427 -1.835
C 0.685 0.019 -1.979
C 1.990 0.452 -1.729
C 3.006 0.331 -2.707
C 4.237 0.927 -2.520
C 4.532 1.611 -1.335
C 3.574 1.712 -0.347
C 2.325 1.167 -0.526
H -2.182 5.504 -1.707
H -3.817 3.637 -1.214
H -3.035 1.287 -1.314
H 0.910 2.637 -2.351
H 0.143 4.987 -2.307
H -1.443 -0.236 -1.741
H 2.756 -0.144 -3.659
H 4.993 0.874 -3.298
H 5.500 2.074 -1.208
H 3.793 2.260 0.566
H 1.537 1.311 0.221
*
```

***

Entry 3:
DFT (ωB97M-V with the def2-TZVPD basis set) results for a structure of composition C27H22CdF3O8PS.

The HOMO energy comes out at -0.1167 hartree. Its frontier orbital gap is 0.2743 Eh. Its energy above the lowest of the compared OMol25 structures with the same formula, charge and spin is 0.000 eV. The calculated total energy is -77580.57550 eV. The calculation puts the LUMO energy at 4.288 eV. The largest force on an atom comes out at 0.353 eV/Å.

```
! RIJCOSX wB97M-V def2-TZVPD def2/J DEFGRID3
* xyz -2 1
Cd 1.130 -1.274 -0.450
O 2.202 -4.108 -3.599
C 2.086 -2.988 -3.097
O 1.307 -2.686 -2.131
C 2.799 -1.828 -3.817
C 1.738 -0.895 -4.439
C 2.377 -0.052 -5.555
C 3.180 0.978 -4.720
C 2.860 0.511 -3.290
O 1.502 0.079 -3.421
C 3.622 -0.782 -2.987
C 3.771 -1.130 -1.491
O 3.130 -0.373 -0.663
O 4.475 -2.093 -1.214
H 3.411 -2.287 -4.592
H 0.803 -1.386 -4.703
H 1.610 0.436 -6.158
H 3.003 -0.656 -6.214
H 2.809 1.991 -4.883
H 4.251 0.963 -4.931
H 2.932 1.260 -2.507
H 4.642 -0.731 -3.372
C -2.099 5.218 2.730
C -0.989 4.998 1.922
C -0.594 3.704 1.624
C -1.305 2.601 2.104
C -2.412 2.837 2.915
C -2.804 4.134 3.229
P -0.661 0.942 1.597
C -1.795 -0.135 2.572
C -1.373 -0.484 3.855
C -2.173 -1.263 4.677
C -3.403 -1.721 4.220
C -3.819 -1.399 2.935
C -3.020 -0.611 2.117
C -1.353 0.784 -0.078
C -2.434 1.538 -0.545
C -2.957 1.296 -1.804
C -2.408 0.285 -2.584
C -1.331 -0.452 -2.113
C -0.751 -0.213 -0.858
H -2.407 6.229 2.973
H -0.426 5.837 1.531
H 0.280 3.534 1.004
H -2.976 1.999 3.307
H -3.668 4.294 3.863
H -0.388 -0.182 4.188
H -1.819 -1.540 5.662
H -4.022 -2.345 4.853
H -4.767 -1.771 2.562
H -3.348 -0.376 1.111
H -2.871 2.314 0.076
H -3.790 1.887 -2.170
H -2.813 0.082 -3.571
H -0.900 -1.219 -2.747
F -0.187 -3.228 4.055
C 1.078 -3.593 3.784
F 1.663 -3.899 4.961
F 1.023 -4.723 3.066
S 2.002 -2.245 2.919
O 3.365 -2.686 2.971
O 1.671 -1.080 3.702
O 1.340 -2.298 1.618
*
```

***

Entry 4:
DFT (ωB97M-V with the def2-TZVPD basis set) results for a structure of composition C27H22ClIN5O5SSr.

The HOMO energy comes out at -0.1761 hartree. Its frontier orbital gap is 0.2571 Eh. Its energy above the lowest of the compared OMol25 structures with the same formula, charge and spin is 0.171 eV. The calculated total energy is -78345.83987 eV. The calculation puts the LUMO energy at 2.205 eV. The largest force on an atom comes out at 1.199 eV/Å.

```
! RIJCOSX wB97M-V def2-TZVPD def2/J DEFGRID3
* xyz -1 1
Sr -0.149 -0.703 0.288
C 3.025 -0.190 1.288
N 2.007 0.835 1.057
C 1.485 1.336 2.333
C 0.233 2.176 2.178
C -0.040 3.198 3.080
C -1.221 3.908 2.931
C -2.075 3.592 1.887
C -1.719 2.557 1.035
N -0.597 1.863 1.190
C 2.494 1.964 0.260
C 2.545 1.639 -1.210
C 3.723 1.444 -1.914
C 3.640 1.095 -3.254
C 2.390 0.963 -3.834
C 1.267 1.209 -3.051
N 1.341 1.549 -1.773
C 3.216 -1.254 0.222
C 4.237 -2.177 0.439
C 4.404 -3.209 -0.462
C 3.547 -3.293 -1.551
C 2.560 -2.334 -1.677
N 2.398 -1.325 -0.821
H 2.747 -0.738 2.199
H 3.991 0.301 1.497
H 2.251 1.932 2.856
H 1.251 0.476 2.976
H 0.656 3.422 3.877
H -1.469 4.706 3.621
H -3.001 4.127 1.728
H -2.333 2.258 0.192
H 3.463 2.322 0.643
H 1.767 2.769 0.367
H 4.677 1.545 -1.412
H 4.538 0.917 -3.834
H 2.273 0.680 -4.872
H 0.265 1.123 -3.460
H 4.858 -2.094 1.321
H 5.179 -3.949 -0.310
H 3.620 -4.089 -2.278
H 1.855 -2.369 -2.502
Cl -4.350 -2.637 -5.744
C -3.509 -1.770 -4.481
C -3.573 -0.410 -4.435
C -2.912 0.323 -3.433
I -3.063 2.392 -3.438
C -2.152 -0.280 -2.430
O -1.535 0.317 -1.501
C -2.092 -1.751 -2.509
N -1.353 -2.359 -1.548
C -1.275 -3.667 -1.521
C -1.917 -4.486 -2.469
C -2.651 -3.895 -3.459
C -2.762 -2.489 -3.504
H -4.147 0.122 -5.183
H -0.686 -4.092 -0.713
H -1.823 -5.561 -2.398
H -3.160 -4.488 -4.208
O -0.628 -3.523 3.238
S 0.079 -2.352 2.757
O -0.897 -1.223 2.443
O 1.119 -1.838 3.659
O 0.708 -2.634 1.398
*
```

***

Entry 5:
DFT (ωB97M-V with the def2-TZVPD basis set) results for a structure of composition C27H22ClN6O3W.

The HOMO energy (spin up / spin down) comes out at -0.5271 / -0.5198 hartree. Its expectation value of S² is 2.049. Its frontier orbital gap (spin up / spin down) is 0.1096 / 0.1076 Eh. The calculated total energy is -57761.47166 eV. The calculation puts the LUMO energy (spin up / spin down) at -11.362 / -11.217 eV. The largest force on an atom comes out at 2.746 eV/Å.

```
! RIJCOSX wB97M-V def2-TZVPD def2/J DEFGRID3
* xyz 3 3
W -10.541 3.344 11.942
C -21.647 8.846 17.686
O -20.367 9.380 17.442
C -19.473 8.626 16.741
C -19.745 7.299 16.260
C -18.792 6.627 15.547
C -17.521 7.250 15.286
C -17.260 8.576 15.774
C -18.199 9.245 16.505
C -16.432 6.550 14.624
N -15.262 7.121 14.312
C -14.520 6.160 13.700
C -15.219 4.982 13.614
N -16.444 5.227 14.196
C -14.723 3.859 12.938
C -15.354 2.616 12.829
C -14.681 1.580 12.202
C -13.427 1.752 11.673
N -12.755 2.931 11.766
C -13.432 4.012 12.347
C -12.739 5.238 12.444
N -11.472 5.333 11.856
C -10.820 6.532 11.870
C -11.310 7.623 12.560
C -12.549 7.561 13.194
C -13.252 6.340 13.148
H -22.236 9.693 18.089
H -21.618 8.052 18.440
H -22.170 8.489 16.767
H -20.715 6.849 16.468
H -19.003 5.624 15.224
H -16.268 9.002 15.581
H -18.062 10.259 16.878
H -17.217 4.541 14.216
H -16.350 2.422 13.233
H -15.160 0.593 12.166
H -12.952 0.926 11.158
H -9.887 6.589 11.310
H -10.701 8.519 12.582
H -12.950 8.442 13.685
Cl -7.172 5.286 9.055
C -7.186 3.674 9.876
C -8.371 3.561 10.765
O -8.421 4.050 11.931
O -9.421 2.982 10.268
H -6.227 3.573 10.434
H -7.203 2.960 9.050
N -10.670 3.878 15.338
C -10.192 2.651 15.027
C -9.675 1.805 16.036
C -8.980 0.662 15.646
C -8.954 0.324 14.278
C -9.719 1.026 13.348
N -10.260 2.244 13.700
H -10.582 4.152 16.297
H -10.867 4.610 14.669
H -9.778 2.096 17.073
H -8.498 0.046 16.387
H -8.351 -0.524 13.908
H -9.989 0.573 12.420
*
```

***

Entry 6:
DFT (ωB97M-V with the def2-TZVPD basis set) results for a structure of composition C27H22FeN6O4.

The HOMO energy (spin up / spin down) comes out at -0.5023 / -0.5022 hartree. Its frontier orbital gap (spin up / spin down) is 0.2727 / 0.2726 Eh. Its energy above the lowest of the compared OMol25 structures with the same formula, charge and spin is 0.000 eV. The calculated total energy is -79864.19561 eV. The calculation puts the LUMO energy (spin up / spin down) at -6.247 / -6.249 eV. The largest force on an atom comes out at 0.174 eV/Å.

```
! RIJCOSX wB97M-V def2-TZVPD def2/J DEFGRID3
* xyz 2 1
Fe -0.113 -0.669 -0.277
C 0.677 -3.286 3.099
C 1.920 -2.812 3.490
C 2.583 -1.907 2.676
C 1.977 -1.496 1.502
N 0.749 -1.928 1.139
C 0.127 -2.811 1.922
C 2.636 -0.676 0.460
C 3.993 -0.436 0.319
C 4.445 0.053 -0.901
C 3.573 0.153 -1.978
C 2.233 -0.115 -1.754
N 1.791 -0.365 -0.521
C 1.211 -0.465 -2.767
C 1.339 -0.268 -4.127
C 0.399 -0.840 -4.975
C -0.622 -1.601 -4.434
C -0.703 -1.726 -3.055
N 0.181 -1.163 -2.236
H 0.143 -4.017 3.689
H 2.375 -3.155 4.409
H 3.562 -1.535 2.944
H -0.839 -3.157 1.578
H 4.690 -0.674 1.109
H 5.498 0.257 -1.041
H 3.944 0.369 -2.969
H 2.164 0.308 -4.522
H 0.478 -0.705 -6.045
H -1.355 -2.086 -5.062
H -1.500 -2.287 -2.585
O 0.719 2.181 3.997
C 0.490 1.473 2.899
O 1.328 1.222 2.072
C -0.946 1.031 2.805
C -1.860 1.469 3.759
C -3.171 1.043 3.675
C -3.511 0.181 2.648
C -2.532 -0.203 1.743
N -1.263 0.217 1.799
C -2.807 -1.167 0.634
O -3.986 -1.727 0.496
O -1.938 -1.466 -0.165
H 1.649 2.458 4.011
H -1.538 2.131 4.548
H -3.909 1.367 4.395
H -4.533 -0.170 2.578
H -4.636 -1.445 1.152
N 0.801 2.495 -0.505
C -0.366 2.298 -1.180
C -0.925 3.362 -1.913
C -2.076 3.165 -2.625
C -2.673 1.900 -2.610
C -2.069 0.915 -1.881
N -0.931 1.077 -1.161
H 1.106 3.447 -0.391
H 1.036 1.870 0.250
H -0.431 4.323 -1.900
H -2.513 3.977 -3.191
H -3.579 1.692 -3.158
H -2.494 -0.077 -1.869
*
```